(1)
A cluster of 3 separate species, C2H7N in total. Source: OMol25; level of theory: ωB97M-V/def2-TZVPD.

Cartesian coordinates (Å):
C (1.46, -0.55, -1.25)
N (0.45, 0.00, -0.64)
C (-1.63, 0.55, 1.52)
H (2.45, -0.06, -1.37)
H (1.21, -1.34, -1.98)
H (0.98, -0.99, 0.24)
H (-0.83, 0.73, 2.23)
H (-1.09, 0.46, 0.56)
H (-2.26, 1.44, 1.55)
H (-2.29, -0.32, 1.47)

F_max: 3.68 eV Å⁻¹
E_LUMO: 0.0 eV
orbital gap: 8.32 eV
ΔE to the lowest compared entry with this formula, charge and spin: 119.1 kcal/mol

---

(2)
An isolated molecule of C2H7N. Source: OMol25; level of theory: ωB97M-V/def2-TZVPD.

Cartesian coordinates (Å):
C (-1.19, -0.10, -0.05)
N (-0.03, 0.70, -0.22)
C (1.21, -0.09, -0.04)
H (-1.27, -0.56, 0.96)
H (-1.22, -0.85, -0.82)
H (-2.13, 0.46, -0.22)
H (-0.01, 1.37, 0.54)
H (2.11, 0.52, -0.40)
H (1.15, -0.96, -0.76)
H (1.37, -0.49, 1.00)

F_max: 1.71 eV Å⁻¹
E_LUMO: 1.2 eV
SMILES: CNC
orbital gap: 10.28 eV
ΔE to the lowest compared entry with this formula, charge and spin: 12.1 kcal/mol

---

(3)
An isolated molecule of C2H7N2. Source: OMol25; level of theory: ωB97M-V/def2-TZVPD.

Cartesian coordinates (Å):
C (-0.47, 0.37, -0.50)
C (0.07, -0.07, 0.61)
N (-0.38, -0.55, 1.78)
N (0.53, 0.32, -1.66)
H (-1.45, 0.77, -0.52)
H (1.12, 0.00, 0.58)
H (0.30, -1.02, 2.43)
H (-1.28, -1.03, 1.81)
H (0.20, 0.44, -2.68)
H (1.18, -0.49, -1.42)
H (1.24, 1.12, -1.68)

F_max: 2.64 eV Å⁻¹
E_LUMO (spin up / spin down): 0.7 / 0.7 eV
2S+1: 2
orbital gap (spin up / spin down): 4.37 / 9.51 eV
ΔE to the lowest compared entry with this formula, charge and spin: 62.2 kcal/mol
expectation value of S²: 0.75

---

(4)
A cluster of 2 separate species, C2H7N2 in total. Source: OMol25; level of theory: ωB97M-V/def2-TZVPD.

Cartesian coordinates (Å):
C (-0.61, 0.56, 1.13)
C (0.40, 0.31, 0.28)
N (0.54, -2.07, -2.13)
N (-0.66, 1.63, 1.98)
H (-1.53, -0.03, 1.12)
H (1.07, 1.09, -0.09)
H (0.52, -1.30, -1.46)
H (1.44, -2.49, -2.35)
H (0.22, -1.72, -3.03)
H (-1.30, 1.56, 2.75)
H (-0.09, 2.45, 1.80)

F_max: 3.01 eV Å⁻¹
total charge: +1
E_LUMO: -8.8 eV
orbital gap: 4.81 eV
ΔE to the lowest compared entry with this formula, charge and spin: 141.6 kcal/mol

---

(5)
A cluster of 2 separate species, C2H7N2 in total. Source: OMol25; level of theory: ωB97M-V/def2-TZVPD.

Cartesian coordinates (Å):
C (-2.21, -0.50, 0.30)
N (-1.18, -0.16, 0.97)
H (-2.32, -0.12, -0.72)
H (-3.03, -1.12, 0.67)
H (-1.29, -0.67, 1.85)
C (1.67, 0.36, 0.13)
N (1.74, 0.48, -1.13)
H (1.98, 1.18, 0.76)
H (1.26, -0.58, 0.50)
H (1.47, -0.26, -1.76)
H (1.92, 1.39, -1.56)

F_max: 1.25 eV Å⁻¹
total charge: +1
E_LUMO: -5.3 eV
orbital gap: 9.22 eV
ΔE to the lowest compared entry with this formula, charge and spin: 48.3 kcal/mol

---

(6)
A structure of composition C2H7N2. Source: OMol25; level of theory: ωB97M-V/def2-TZVPD.

Cartesian coordinates (Å):
C (-0.26, -2.21, -0.03)
N (-0.65, -0.94, 0.27)
H (0.68, -2.55, -0.51)
H (-1.04, -2.98, 0.05)
H (-0.25, 0.04, -0.37)
H (0.03, -1.38, 1.03)
C (0.84, 1.90, 0.21)
N (0.00, 1.28, -0.65)
H (1.03, 1.63, 1.27)
H (1.28, 2.87, -0.06)
H (-0.50, 1.81, 0.19)

F_max: 4.27 eV Å⁻¹
total charge: +1
E_LUMO: -6.0 eV
orbital gap: 8.27 eV
ΔE to the lowest compared entry with this formula, charge and spin: 197.2 kcal/mol

---

(7)
A structure of composition C2H7N2. Source: OMol25; level of theory: ωB97M-V/def2-TZVPD.

Cartesian coordinates (Å):
C (0.21, -0.62, -0.32)
C (1.35, 1.01, 0.02)
N (0.21, 0.70, -0.63)
N (1.46, -0.31, 0.43)
H (-0.35, -1.50, -0.46)
H (-1.18, -3.19, -0.12)
H (-1.99, -3.13, -0.45)
H (1.88, 1.86, 0.16)
H (-0.41, 1.35, -1.01)
H (1.27, -0.60, 1.37)
H (2.32, -0.83, 0.22)

F_max: 3.34 eV Å⁻¹
total charge: +1
E_LUMO: -4.3 eV
orbital gap: 8.75 eV
ΔE to the lowest compared entry with this formula, charge and spin: 140.7 kcal/mol

---

(8)
The ion C2H7N2 with charge +1. Source: OMol25; level of theory: ωB97M-V/def2-TZVPD.

Cartesian coordinates (Å):
N (0.33, -0.47, -1.99)
C (-0.23, -0.36, -0.75)
C (0.35, -0.21, 0.46)
N (-0.23, 0.79, 1.42)
H (-0.15, -0.97, -2.67)
H (1.18, 0.07, -2.00)
H (-1.15, -1.00, -0.68)
H (0.97, -0.92, 1.03)
H (-0.55, 1.63, 0.99)
H (-1.03, 0.35, 2.06)
H (0.51, 1.09, 2.13)

F_max: 5.38 eV Å⁻¹
total charge: +1
E_LUMO: -4.7 eV
SMILES: N/C=C/[NH3+]
orbital gap: 7.81 eV
ΔE to the lowest compared entry with this formula, charge and spin: 84.7 kcal/mol

---

Which value of ΔE to the lowest compared entry with this formula, charge and spin does entry 7 give? 140.7 kcal/mol